#A
DFT (the ωB97M-V functional and the def2-TZVPD basis) results for C3H4S in the gas phase.

Summary:
- total charge = 0
- SMILES string = C=CC=S
- E_LUMO (hartree) = -0.02069

Last column: Löwdin charge in e.
CARTESIAN COORDINATES (ANGSTROEM)
C -0.581 -0.905 0.074  -0.02
C 0.309 0.090 -0.134  -0.25
C 1.772 0.592 0.213  -0.64
S 3.092 -0.327 -0.022  0.65
H -0.660 -1.686 0.812  0.04
H -1.624 -0.653 -0.460  0.10
H -0.191 0.873 -0.805  0.10
H 1.966 1.608 0.534  0.02


#B
DFT (the ωB97M-V functional and the def2-TZVPD basis) results for C3H4S in the gas phase.

Summary:
- total charge = 0
- SMILES string = C=C1CS1
- E_LUMO (hartree) = 0.03229

Last column: Löwdin charge in e.
CARTESIAN COORDINATES (ANGSTROEM)
C 0.960 -0.911 0.614  -0.04
C 0.074 -0.291 -0.123  -0.67
C -0.829 1.012 -0.395  -0.30
S -1.164 -0.604 -1.299  0.82
H 1.256 -1.947 0.591  0.05
H 1.637 -0.403 1.343  0.07
H -1.612 1.484 0.241  0.08
H -0.323 1.661 -0.973  0.00


Which of them is least stable? Easy: #A.


#A
DFT (the ωB97M-V functional and the def2-TZVPD basis) results for a molecular structure, C3H4S.

Summary:
- total charge = 0
- E_LUMO (hartree) = 0.03100

Last column: Löwdin charge in e.
CARTESIAN COORDINATES (ANGSTROEM)
C -0.387 0.682 0.011  -0.54
C 0.890 -0.085 0.017  -0.31
C 1.836 -0.802 -0.024  0.10
H -2.647 -0.296 -0.113  -0.14
H -0.446 1.375 0.863  0.08
H -0.539 1.338 -0.843  0.07
H 2.689 -1.388 0.070  0.02
S -1.396 -0.824 0.019  0.72


#B
DFT (the ωB97M-V functional and the def2-TZVPD basis) results for a molecular structure, C3H4S.

Summary:
- total charge = 0
- E_LUMO (spin up / spin down) (hartree) = -0.01661 / -0.02806

Last column: Löwdin charge in e.
CARTESIAN COORDINATES (ANGSTROEM)
C 0.099 -0.559 0.362  -0.32
C -1.017 -1.185 -0.081  -0.40
C -0.390 0.760 0.264  -0.48
S -2.072 0.223 -0.140  0.81
H 1.040 -0.819 0.832  0.10
H -1.530 -2.107 0.100  0.06
H -0.397 1.352 1.157  0.04
H 0.875 1.456 -1.278  0.18


Which of them is least stable? Easy: #B.


#A
DFT (the ωB97M-V functional and the def2-TZVPD basis) results for 2 unconnected molecules or ions with the total composition C2H8N5.

Summary:
- total charge = +1
- E_LUMO (hartree) = -0.14873

Last column: Löwdin charge in e.
CARTESIAN COORDINATES (ANGSTROEM)
C 0.898 -0.217 -0.590  -0.14
C -1.631 0.746 -0.038  -0.35
N -0.582 0.383 0.597  0.15
N 1.786 -0.836 0.141  -0.03
N 0.944 -0.124 -1.903  0.17
N -2.696 0.942 0.737  0.08
N 1.760 -0.713 1.490  0.06
H -1.856 0.807 -1.047  0.11
H 2.716 -1.317 -0.239  0.25
H 0.337 0.232 -2.572  0.09
H 1.715 -0.372 -2.530  0.14
H -3.581 1.470 0.458  0.16
H -2.546 0.760 1.828  0.18
H 1.790 -1.567 1.936  0.08
H 0.946 -0.194 1.734  0.05


#B
DFT (the ωB97M-V functional and the def2-TZVPD basis) results for a gas-phase ion, C2H8N5 (charge +1).

Summary:
- total charge = +1
- SMILES string = NCN1C=[NH+]NN1
- E_LUMO (hartree) = -0.12080

Last column: Löwdin charge in e.
CARTESIAN COORDINATES (ANGSTROEM)
N -0.654 0.316 2.070  0.05
C 0.507 0.114 1.367  -0.15
N 0.216 0.013 -0.219  -0.03
C 0.188 -1.026 -1.006  -0.08
N -0.116 -0.746 -2.251  0.07
N -0.512 0.623 -2.309  0.01
N -0.175 1.144 -1.012  0.03
H -1.125 1.199 1.945  0.10
H -1.293 -0.457 2.170  0.10
H 1.024 -0.804 1.612  0.13
H 1.152 0.995 1.419  0.13
H 0.505 -1.999 -0.664  0.17
H 0.088 -1.285 -3.083  0.17
H -1.532 0.644 -2.429  0.14
H 0.615 1.791 -1.106  0.14


Which of them is least stable? Easy: #A.


#A
DFT (the ωB97M-V functional and the def2-TZVPD basis) results for 2 unconnected molecules or ions with the total composition C3H11N2S.

Summary:
- total charge = +1
- E_LUMO (hartree) = -0.13361

Last column: Löwdin charge in e.
CARTESIAN COORDINATES (ANGSTROEM)
C -1.809 1.938 -0.160  -0.21
C 1.056 -2.264 -0.046  -0.02
C 0.402 0.280 -0.320  -0.47
N -1.403 0.763 0.475  -0.02
N 0.538 -1.007 0.555  -0.05
S 1.566 1.688 -0.223  0.80
H -2.243 1.572 -1.070  0.09
H -2.614 2.304 0.386  0.08
H -1.189 2.812 -0.237  0.07
H 1.711 -2.062 -0.969  0.13
H 1.615 -2.799 0.709  0.10
H 0.205 -2.941 -0.329  0.12
H 0.014 0.019 -1.321  0.10
H -1.000 0.730 1.413  0.07
H -0.337 -1.428 0.923  0.17
H 1.120 -0.702 1.335  0.15
H 2.370 1.097 -1.121  -0.12


#B
DFT (the ωB97M-V functional and the def2-TZVPD basis) results for 2 unconnected molecules or ions with the total composition C3H11N2S.

Summary:
- total charge = +1
- E_LUMO (hartree) = -0.12288

Last column: Löwdin charge in e.
CARTESIAN COORDINATES (ANGSTROEM)
C 0.307 1.251 -2.089  -0.31
S 0.686 0.049 -0.731  0.78
C 2.386 0.322 -0.238  -0.39
H 0.768 2.177 -1.803  0.04
H 0.768 0.860 -2.994  0.04
H -0.759 1.157 -2.267  0.03
H 2.623 -0.145 0.716  0.04
H 2.685 1.370 -0.153  0.05
H 3.129 -0.030 -0.958  0.05
N -0.484 -0.811 1.993  0.17
C -1.731 -0.680 1.597  -0.18
N -2.185 -0.413 0.398  0.18
H 0.261 -0.663 1.302  0.02
H -0.310 -1.357 2.830  0.15
H -2.479 -0.786 2.379  0.16
H -3.149 -0.153 0.272  0.14
H -1.468 -0.128 -0.276  0.02


Which of them is least stable? Easy: #A.


#A
DFT (the ωB97M-V functional and the def2-TZVPD basis) results for 2 unconnected molecules or ions with the total composition C3H11N2S.

Summary:
- total charge = +1
- E_LUMO (hartree) = -0.13875

Last column: Löwdin charge in e.
CARTESIAN COORDINATES (ANGSTROEM)
C 3.080 -0.590 0.233  -0.10
C -1.419 1.996 0.271  -0.09
C -0.158 -0.054 0.124  -0.10
N -1.258 0.588 0.032  -0.43
N -0.201 -1.509 -0.110  0.17
S -2.769 -0.367 -0.320  0.91
H 2.855 0.015 -0.650  0.01
H 4.104 -0.242 0.565  0.04
H 3.230 -1.669 0.019  0.02
H -1.769 2.482 -0.613  0.09
H -2.167 2.347 1.027  0.12
H -0.545 2.513 0.636  0.10
H 2.299 -0.359 1.084  0.04
H -0.388 -1.914 0.823  0.19
H 0.642 -1.747 -0.651  0.16
H -1.023 -1.730 -0.588  0.02
H -3.474 0.447 -0.999  -0.15


#B
DFT (the ωB97M-V functional and the def2-TZVPD basis) results for 2 unconnected molecules or ions with the total composition C3H11N2S.

Summary:
- total charge = +1
- E_LUMO (hartree) = -0.11757

Last column: Löwdin charge in e.
CARTESIAN COORDINATES (ANGSTROEM)
C 1.616 -1.604 -0.867  -0.28
C -0.962 1.029 1.127  -0.16
C -0.491 0.374 -1.138  -0.52
N -1.368 -0.678 -1.274  0.01
N 0.284 1.090 1.861  -0.01
S 1.226 0.180 -1.015  0.93
H 2.511 -1.626 -0.393  0.01
H 1.376 -2.209 -1.701  0.05
H 1.058 -1.869 -0.007  0.03
H -1.256 2.098 1.032  0.07
H -1.734 0.305 1.584  0.10
H -1.055 1.287 -1.397  0.10
H -0.836 -1.450 -1.686  0.08
H -2.168 -0.412 -1.888  0.13
H 1.044 0.940 1.013  0.09
H 0.474 0.402 2.602  0.16
H 0.280 2.145 2.146  0.20


Which of them is least stable? Easy: #A.


#A
DFT (the ωB97M-V functional and the def2-TZVPD basis) results for C4H4ClF in the gas phase.

Summary:
- total charge = 0
- SMILES string = F/C=C\C=C\Cl
- E_LUMO (hartree) = 0.02453

Last column: Löwdin charge in e.
CARTESIAN COORDINATES (ANGSTROEM)
F -0.753 1.017 -1.690  -0.02
C 0.503 0.546 -1.426  -0.13
C 0.969 0.032 -0.275  -0.09
C 0.195 -0.313 0.917  -0.21
C -1.117 -0.373 0.928  -0.61
Cl -1.954 -0.637 2.369  0.65
H 1.029 0.732 -2.412  0.13
H 1.999 -0.261 -0.066  0.11
H 0.775 -0.456 1.731  0.06
H -1.647 -0.286 -0.077  0.11


#B
DFT (the ωB97M-V functional and the def2-TZVPD basis) results for C4H4ClF in the gas phase.

Summary:
- total charge = 0
- SMILES string = FC1=CC[C@@H]1Cl
- E_LUMO (hartree) = 0.03655

Last column: Löwdin charge in e.
CARTESIAN COORDINATES (ANGSTROEM)
F -1.974 2.290 0.088  0.08
C -1.140 1.251 -0.001  -0.39
C -0.031 1.030 -0.644  -0.01
C 0.073 -0.450 -0.145  -0.13
C -1.281 -0.087 0.632  -0.55
Cl -2.589 -1.035 -0.182  0.60
H 0.448 1.855 -1.209  0.12
H -0.180 -1.214 -0.931  0.10
H 0.892 -0.525 0.564  0.10
H -1.184 -0.187 1.655  0.08


Which of them is least stable? Easy: #B.


#A
DFT (the ωB97M-V functional and the def2-TZVPD basis) results for 2 unconnected molecules or ions with the total composition C7H9Cl.

Summary:
- total charge = 0
- E_LUMO (spin up / spin down) (hartree) = -0.05900 / -0.05958

Last column: Löwdin charge in e.
CARTESIAN COORDINATES (ANGSTROEM)
C -1.877 -3.168 -1.303  -0.15
C -1.505 -2.258 -0.605  -0.09
C 0.163 0.093 1.649  -0.06
C -0.908 0.072 0.640  -0.55
C 0.448 0.544 0.149  -0.51
C 0.532 1.987 -0.099  -0.06
C 1.248 -0.261 -0.818  -0.03
Cl -2.446 0.805 0.909  0.71
H -2.417 -4.075 -1.363  -0.03
H 0.022 0.977 2.373  0.14
H 0.837 -0.635 2.082  0.12
H -0.414 2.382 -0.541  0.11
H 1.371 2.202 -0.686  0.06
H 0.696 2.533 0.814  0.08
H 0.768 -1.188 -1.248  0.08
H 2.151 -0.436 -0.286  0.08
H 1.331 0.426 -1.669  0.09


#B
DFT (the ωB97M-V functional and the def2-TZVPD basis) results for C7H9Cl in the gas phase.

Summary:
- total charge = 0
- SMILES string = C=C1C[C@@H]2C[C@H]2[C@H]1Cl
- E_LUMO (hartree) = 0.02822

Last column: Löwdin charge in e.
CARTESIAN COORDINATES (ANGSTROEM)
C 1.646 1.963 0.114  0.05
C 0.629 1.051 0.103  -0.38
C -0.693 1.551 -0.483  -0.14
C -1.428 0.106 -0.695  -0.23
C -2.520 -0.690 0.106  -0.04
C -1.120 -0.345 0.704  -0.31
C 0.439 -0.362 0.671  -0.63
Cl 1.398 -1.543 -0.266  0.60
H 2.604 1.631 0.646  0.10
H 1.262 2.884 -0.311  0.06
H -0.849 2.341 -1.424  0.15
H -1.104 2.220 0.407  0.14
H -1.093 -0.763 -1.478  0.17
H -3.375 -0.220 0.742  0.12
H -2.657 -1.803 -0.158  0.11
H -1.256 0.555 1.379  0.13
H 0.991 -0.264 1.603  0.09


Which of them is least stable? Easy: #A.


#A
DFT (the ωB97M-V functional and the def2-TZVPD basis) results for a gas-phase ion, C3H4NO (charge +1).

Summary:
- total charge = +1
- 2S+1 = 3
- E_LUMO (spin up / spin down) (hartree) = -0.20493 / -0.40530

Last column: Mulliken spin population.
CARTESIAN COORDINATES (ANGSTROEM)
C 0.081 1.028 -0.015  0.73
C 1.634 -0.643 0.001  -0.10
C -0.552 -0.330 -0.014  0.00
N 0.556 -1.199 -0.010  0.82
O 1.307 1.001 -0.003  0.38
H -0.476 1.960 -0.001  0.02
H 2.668 -0.915 0.008  0.02
H -1.194 -0.498 0.865  0.06
H -1.219 -0.529 -0.868  0.05


#B
DFT (the ωB97M-V functional and the def2-TZVPD basis) results for a gas-phase ion, C3H4NO (charge +1).

Summary:
- total charge = +1
- 2S+1 = 3
- E_LUMO (spin up / spin down) (hartree) = -0.20739 / -0.31453

Last column: Mulliken spin population.
CARTESIAN COORDINATES (ANGSTROEM)
C 0.044 -1.266 -0.105  0.17
C -1.188 -1.374 -0.141  0.56
C -1.785 0.636 -0.046  0.81
N 1.316 -1.028 0.152  0.24
O -2.145 -0.550 0.159  0.16
H -0.727 0.712 -0.243  0.04
H -2.534 1.355 0.256  0.02
H 1.810 -1.636 0.671  -0.01
H 1.873 -0.551 -0.514  0.00


Which of them is least stable? Easy: #B.